Entry 1:
Molecular formula: C50H44MoN3O5S
Method: DFT, ωB97M-V with the def2-TZVPD basis set

The energy is -2938.465734 Eh. The highest occupied orbital energy (spin up / spin down) is -10.3660 / -10.4574 eV. The expectation value of S² is 2.01. Its LUMO energy (spin up / spin down) is -2.6 / -3.4 eV. As for the spin multiplicity: 3. As for the charge: +1. The largest force on an atom is 5.1 eV Å⁻¹. Its energy above the lowest of the compared OMol25 structures with the same formula, charge and spin is 55.9 kcal per mole.

XYZ file:
```
104
Properties=species:S:1:pos:R:3:lowdin_charge:R:1
Mo -0.151 -0.326 0.495 1.867
O 1.424 -0.732 0.033 -0.374
C 2.685 -1.047 0.494 -0.426
C 2.965 0.094 1.490 -0.067
C 2.031 0.025 2.670 -0.212
C 2.591 0.281 3.912 -0.007
C 1.806 0.293 5.051 -0.003
C 0.458 0.021 4.891 -0.004
C -0.070 -0.227 3.630 -0.199
C -1.581 -0.354 3.592 -0.038
C -2.173 -1.084 2.377 -0.435
O -1.667 -0.390 1.292 -0.344
C -3.701 -1.110 2.416 -0.144
C -4.419 -0.660 1.317 -0.009
C -5.796 -0.798 1.271 -0.051
C -6.471 -1.368 2.337 -0.068
C -5.761 -1.799 3.448 -0.063
C -4.381 -1.683 3.484 -0.022
C -1.745 -2.541 2.212 -0.162
C -1.256 -3.333 3.241 -0.013
C -0.971 -4.670 3.009 -0.064
C -1.194 -5.229 1.764 -0.094
C -1.689 -4.446 0.734 -0.059
C -1.966 -3.111 0.955 -0.030
N 0.693 -0.223 2.496 0.063
C 2.652 -2.409 1.184 -0.150
C 3.389 -2.688 2.328 -0.030
C 3.370 -3.955 2.886 -0.058
C 2.618 -4.960 2.305 -0.071
C 1.885 -4.687 1.161 -0.073
C 1.895 -3.420 0.607 -0.012
C 3.699 -1.120 -0.644 -0.135
C 5.050 -1.334 -0.396 -0.023
C 5.936 -1.481 -1.448 -0.068
C 5.485 -1.418 -2.757 -0.077
C 4.141 -1.198 -3.008 -0.063
C 3.252 -1.048 -1.958 -0.012
H 4.004 0.099 1.821 0.126
H 2.782 1.025 0.937 0.041
H 3.645 0.507 3.978 0.127
H 2.228 0.525 6.015 0.122
H -0.201 0.031 5.748 0.126
H -1.925 -0.807 4.522 0.121
H -1.984 0.671 3.554 0.157
H -3.892 -0.208 0.486 0.097
H -6.326 -0.475 0.389 0.088
H -7.546 -1.478 2.304 0.108
H -6.280 -2.239 4.286 0.109
H -3.840 -2.046 4.347 0.115
H -1.090 -2.925 4.227 0.115
H -0.597 -5.286 3.813 0.113
H -0.979 -6.273 1.594 0.111
H -1.891 -4.889 -0.230 0.114
H -2.392 -2.510 0.157 0.120
H 3.995 -1.926 2.787 0.107
H 3.960 -4.153 3.768 0.109
H 2.622 -5.951 2.733 0.109
H 1.313 -5.468 0.687 0.102
H 1.342 -3.208 -0.300 0.123
H 5.421 -1.402 0.616 0.113
H 6.978 -1.682 -1.243 0.108
H 6.182 -1.552 -3.571 0.106
H 3.777 -1.167 -4.025 0.108
H 2.196 -0.883 -2.153 0.116
O -1.900 1.896 -0.033 -0.048
C -2.196 1.821 -1.421 -0.329
C -1.174 0.823 -2.029 -0.555
O -0.760 0.963 -3.167 0.083
O -0.854 -0.146 -1.258 -0.180
C -3.602 1.289 -1.671 -0.165
C -3.837 0.204 -2.508 -0.015
C -5.133 -0.208 -2.769 -0.052
C -6.203 0.454 -2.192 -0.085
C -5.975 1.535 -1.354 -0.077
C -4.682 1.946 -1.085 -0.026
C -2.034 3.175 -2.095 -0.151
C -1.409 4.224 -1.433 -0.048
C -1.270 5.456 -2.047 -0.075
C -1.769 5.653 -3.323 -0.091
C -2.370 4.601 -3.997 -0.071
C -2.494 3.362 -3.394 -0.015
H -2.703 2.156 0.435 0.107
H -3.011 -0.305 -2.983 0.120
H -5.307 -1.043 -3.432 0.111
H -7.212 0.136 -2.414 0.110
H -6.807 2.066 -0.914 0.114
H -4.514 2.804 -0.444 0.129
H -1.032 4.074 -0.431 0.092
H -0.788 6.268 -1.517 0.109
H -1.708 6.631 -3.779 0.105
H -2.761 4.754 -4.992 0.107
H -2.950 2.542 -3.925 0.123
S 1.427 2.493 -0.486 0.703
C 1.584 3.303 -1.946 -0.838
N 2.196 4.495 -2.062 0.021
C 2.268 4.940 -3.442 -0.126
C 1.429 3.876 -4.176 -0.115
N 1.153 2.901 -3.139 0.058
H 2.761 4.883 -1.326 0.135
H 3.308 4.960 -3.788 0.119
H 1.841 5.941 -3.549 0.114
H 1.982 3.412 -4.997 0.121
H 0.491 4.287 -4.562 0.107
H 0.475 2.156 -3.283 0.089
```

***

Entry 2:
Molecular formula: C50H45IrN3O6P2S
Method: DFT, ωB97M-V with the def2-TZVPD basis set

The energy is -3733.157469 Eh. The highest occupied orbital energy (spin up / spin down) is -7.1790 / -7.1939 eV. The expectation value of S² is 0.79. Its LUMO energy (spin up / spin down) is -0.5 / -1.2 eV. As for the spin multiplicity: 2. As for the charge: 0. The largest force on an atom is 3.4 eV Å⁻¹. Its energy above the lowest of the compared OMol25 structures with the same formula, charge and spin is 29.5 kcal per mole.

XYZ file:
```
108
Properties=species:S:1:pos:R:3:lowdin_charge:R:1
Ir -0.130 -0.073 0.106 1.344
O 1.753 -0.183 1.141 -0.223
C 2.295 -1.258 1.585 -0.374
C 3.709 -1.390 1.536 -0.003
C 4.352 -2.443 2.125 -0.063
C 3.631 -3.446 2.803 -0.096
C 2.266 -3.381 2.813 -0.066
C 1.565 -2.323 2.194 -0.173
C 0.149 -2.405 2.148 -0.115
N -0.674 -1.559 1.634 -0.072
C -2.097 -1.884 1.664 -0.192
C -2.907 -0.733 1.084 -0.238
N -2.326 -0.441 -0.195 -0.081
C -3.019 -0.046 -1.201 -0.056
C -2.543 -0.099 -2.567 -0.142
C -3.088 0.728 -3.551 -0.024
C -2.645 0.663 -4.854 -0.076
C -1.635 -0.227 -5.194 -0.044
C -1.075 -1.063 -4.243 0.010
C -1.531 -1.018 -2.935 -0.210
O -1.069 -1.805 -1.932 -0.090
H 4.249 -0.613 1.013 0.126
H 5.431 -2.508 2.066 0.108
H 4.157 -4.255 3.291 0.097
H 1.686 -4.167 3.289 0.110
H -0.271 -3.314 2.593 0.139
H -2.417 -2.073 2.693 0.105
H -2.283 -2.782 1.065 0.117
H -2.832 0.125 1.750 0.011
H -3.959 -1.022 1.006 0.132
H -4.045 0.309 -1.056 0.143
H -3.849 1.448 -3.275 0.117
H -3.058 1.326 -5.602 0.106
H -1.268 -0.265 -6.210 0.114
H -0.235 -1.690 -4.506 0.105
C -1.925 -5.967 0.074 -0.049
C -0.974 -4.972 -0.537 -0.292
C -1.372 -4.135 -1.529 0.047
C -0.481 -3.102 -2.144 -0.254
C 0.884 -3.106 -1.531 -0.189
C 1.268 -3.988 -0.576 -0.055
C 0.363 -4.932 -0.065 -0.011
S 2.011 -1.873 -2.104 0.608
O 1.954 -1.930 -3.551 -0.313
O 3.289 -2.151 -1.495 -0.303
N 1.442 -0.449 -1.548 -0.276
C 1.683 0.678 -2.378 -0.197
C 0.350 1.519 -2.516 -0.630
O 0.182 2.136 -3.555 0.049
O -0.374 1.480 -1.468 -0.161
H -2.852 -6.025 -0.494 0.077
H -2.166 -5.691 1.104 0.077
H -1.471 -6.959 0.094 0.082
H -2.390 -4.163 -1.901 0.126
H -0.418 -3.262 -3.228 0.154
H 2.287 -3.934 -0.214 0.116
H 0.680 -5.618 0.709 0.116
H 2.045 0.433 -3.374 0.112
H 2.337 1.422 -1.896 0.118
C -1.948 2.390 3.072 -0.462
P -0.645 1.861 1.818 1.044
C -0.799 3.221 0.621 -0.389
C -2.052 3.487 0.072 -0.114
C -2.189 4.384 -0.972 -0.073
C -1.075 5.029 -1.485 -0.066
C 0.178 4.752 -0.961 -0.061
C 0.321 3.837 0.068 -0.101
C 0.843 2.224 2.813 -0.352
C 1.497 1.153 3.415 -0.112
C 2.669 1.349 4.125 -0.062
C 3.181 2.629 4.271 -0.073
C 2.499 3.710 3.731 -0.076
C 1.333 3.513 3.007 -0.095
P -2.736 1.048 4.105 1.048
C -3.721 2.060 5.279 -0.393
C -4.221 3.325 4.989 -0.097
C -5.069 3.968 5.881 -0.085
C -5.441 3.350 7.063 -0.090
C -4.955 2.083 7.357 -0.082
C -4.110 1.442 6.470 -0.107
C -1.363 0.592 5.237 -0.402
C -0.718 1.522 6.050 -0.089
C 0.332 1.126 6.860 -0.074
C 0.749 -0.199 6.868 -0.081
C 0.100 -1.135 6.079 -0.079
C -0.958 -0.739 5.272 -0.116
H -2.762 2.839 2.500 0.023
H -1.500 3.146 3.719 0.059
H -2.927 2.958 0.436 0.095
H -3.166 4.565 -1.403 0.104
H -1.176 5.720 -2.310 0.108
H 1.056 5.231 -1.375 0.112
H 1.307 3.567 0.422 0.111
H 1.074 0.164 3.328 0.084
H 3.178 0.497 4.556 0.113
H 4.103 2.793 4.814 0.104
H 2.877 4.715 3.868 0.104
H 0.815 4.366 2.590 0.106
H -3.954 3.822 4.064 0.092
H -5.442 4.957 5.646 0.104
H -6.111 3.850 7.750 0.102
H -5.242 1.594 8.279 0.104
H -3.737 0.449 6.698 0.105
H -1.044 2.556 6.055 0.113
H 0.835 1.855 7.482 0.108
H 1.580 -0.500 7.492 0.106
H 0.419 -2.169 6.085 0.105
H -1.475 -1.465 4.658 0.078
```

***

Entry 3:
Molecular formula: C50H46BrEuN7OS4
Method: DFT, ωB97M-V with the def2-TZVPD basis set

The energy is -7268.590167 Eh. The highest occupied orbital energy (spin up / spin down) is 0.3458 / -1.4204 eV. The expectation value of S² is 15.85. Its LUMO energy (spin up / spin down) is 3.3 / 3.4 eV. As for the spin multiplicity: 8. As for the charge: -2. The largest force on an atom is 3.8 eV Å⁻¹.

XYZ file:
```
110
Properties=species:S:1:pos:R:3:lowdin_charge:R:1
Eu 0.179 -1.702 -0.276 1.656
S 1.495 -3.221 -2.477 0.497
C 0.614 -3.499 -3.935 -0.746
C 1.245 -4.217 -4.966 -0.153
C 0.604 -4.516 -6.144 -0.123
C -0.704 -4.096 -6.360 -0.128
C -1.350 -3.388 -5.364 -0.138
C -0.711 -3.099 -4.170 -0.566
S -1.681 -2.303 -2.896 0.907
C -2.177 -3.865 -2.045 -0.375
C -2.586 -3.621 -0.627 -0.414
C -3.923 -3.651 -0.288 -0.079
C -4.269 -3.506 1.067 -0.097
C -3.284 -3.426 1.999 -0.079
C -1.898 -3.454 1.607 -0.431
C -0.875 -3.521 2.515 -0.107
S 0.708 -0.976 2.466 0.793
C 2.377 -1.164 2.575 -0.642
C 2.959 -0.897 3.833 -0.140
C 4.237 -1.245 4.140 -0.074
C 5.018 -1.956 3.189 -0.099
C 4.549 -2.189 1.951 -0.100
C 3.206 -1.746 1.472 -0.747
S 2.320 -3.317 0.971 0.506
N -1.590 -3.450 0.250 -0.024
H 2.257 -4.546 -4.794 0.081
H 1.112 -5.101 -6.900 0.089
H -1.216 -4.337 -7.280 0.083
H -2.373 -3.067 -5.487 0.091
H -1.295 -4.510 -2.072 0.076
H -2.989 -4.307 -2.625 0.076
H -4.675 -3.785 -1.049 0.087
H -5.313 -3.499 1.353 0.095
H -3.523 -3.362 3.050 0.101
H 0.129 -3.750 2.199 -0.056
H -1.076 -3.540 3.572 0.040
H 2.327 -0.410 4.563 0.100
H 4.649 -1.025 5.114 0.097
H 5.992 -2.323 3.479 0.092
H 5.135 -2.737 1.230 0.106
Br -1.694 3.663 6.863 0.627
C -2.792 3.617 5.304 -0.718
C -4.165 3.491 5.441 -0.164
C -4.957 3.484 4.315 -0.066
C -4.393 3.569 3.031 -0.356
C -2.996 3.692 2.928 -0.038
C -2.204 3.725 4.055 -0.151
N -5.232 3.744 1.962 -0.039
N -5.140 3.300 0.797 -0.022
C -4.333 2.296 0.368 -0.282
C -4.031 2.321 -1.002 -0.071
C -3.048 1.534 -1.549 -0.047
C -2.289 0.637 -0.766 -0.420
O -1.287 -0.010 -1.213 -0.370
C -2.697 0.479 0.617 -0.167
N -2.022 -0.442 1.330 0.061
C -2.384 -0.643 2.578 -0.220
C -3.519 -0.060 3.147 -0.051
C -4.224 0.864 2.424 -0.020
C -3.754 1.246 1.157 -0.106
H -4.607 3.406 6.424 0.085
H -6.029 3.391 4.406 0.097
H -2.546 3.785 1.949 0.114
H -1.132 3.824 3.969 0.075
H -4.550 3.052 -1.606 0.089
H -2.818 1.611 -2.601 0.088
H -1.770 -1.313 3.160 0.039
H -3.836 -0.358 4.135 0.097
H -5.140 1.280 2.814 0.108
N 0.925 1.171 0.432 0.075
C 1.824 1.673 1.382 -0.298
C 1.383 2.473 2.432 -0.028
C 2.276 3.004 3.342 -0.085
C 3.630 2.742 3.220 -0.106
C 4.075 1.901 2.215 -0.041
C 3.183 1.341 1.315 -0.158
C 3.666 0.465 0.225 -0.130
C 4.321 1.077 -0.839 -0.052
C 4.795 0.346 -1.914 -0.114
C 4.590 -1.024 -1.949 -0.091
C 3.968 -1.646 -0.885 -0.136
C 3.514 -0.928 0.224 -0.195
H -0.013 1.520 0.603 0.084
H 1.193 1.358 -0.540 0.051
H 0.324 2.677 2.514 0.100
H 1.921 3.640 4.140 0.099
H 4.337 3.188 3.903 0.089
H 5.125 1.659 2.126 0.117
H 4.473 2.147 -0.796 0.115
H 5.328 0.840 -2.715 0.098
H 4.938 -1.615 -2.781 0.104
H 3.860 -2.723 -0.882 0.040
C 1.330 1.750 -4.827 -0.050
C 1.168 2.330 -3.416 -0.615
C 0.032 3.355 -3.412 -0.042
C 2.471 3.014 -2.986 -0.046
N 0.822 1.330 -2.393 -0.099
N 1.398 0.022 -2.467 0.012
H 1.452 2.563 -5.538 0.076
H 0.452 1.172 -5.108 0.084
H 2.208 1.109 -4.888 0.073
H 0.278 4.191 -4.060 0.077
H -0.131 3.731 -2.405 0.089
H -0.892 2.904 -3.767 0.076
H 2.722 3.815 -3.678 0.077
H 3.287 2.297 -2.970 0.046
H 2.360 3.431 -1.988 0.083
H -0.187 1.176 -2.367 0.081
H 2.415 0.108 -2.426 0.047
H 1.166 -0.447 -3.352 0.063
```

***

Entry 4:
Molecular formula: C50H47AsCoN3OP
Method: DFT, ωB97M-V with the def2-TZVPD basis set

The energy is -6132.636227 Eh. The highest occupied orbital energy (spin up / spin down) is -6.8216 / -6.7717 eV. The expectation value of S² is 0.80. Its LUMO energy (spin up / spin down) is -0.5 / -0.9 eV. As for the spin multiplicity: 2. As for the charge: 0. The largest force on an atom is 2.2 eV Å⁻¹. Its energy above the lowest of the compared OMol25 structures with the same formula, charge and spin is 132.9 kcal per mole.

XYZ file:
```
104
Properties=species:S:1:pos:R:3:lowdin_charge:R:1
Co 0.545 0.229 -0.936 0.252
O 3.448 -0.099 -1.556 0.004
N 2.204 0.447 -1.588 -0.144
C 2.223 1.865 -1.828 -0.265
C 0.472 2.256 -3.142 -0.275
C 0.504 3.582 -3.929 -0.205
C -0.738 4.380 -3.915 -0.014
C -1.831 3.632 -4.122 -0.066
C -1.769 2.160 -4.055 -0.068
C -0.722 1.470 -3.543 -0.251
P -1.035 -0.012 -2.511 1.106
C -2.792 0.231 -2.044 -0.362
C -3.096 1.357 -1.271 -0.107
C -4.409 1.642 -0.930 -0.073
C -5.435 0.795 -1.348 -0.082
C -5.137 -0.331 -2.097 -0.077
C -3.817 -0.613 -2.447 -0.082
C -1.073 -1.480 -3.569 -0.357
C -0.961 -2.727 -2.949 -0.104
C -1.042 -3.892 -3.701 -0.070
C -1.223 -3.813 -5.077 -0.080
C -1.314 -2.573 -5.699 -0.076
C -1.238 -1.406 -4.948 -0.077
H 3.294 -1.036 -1.339 0.074
H 2.987 2.387 -1.252 0.162
H 0.628 3.212 -4.955 0.165
H -0.770 5.456 -3.767 0.118
H -2.815 4.079 -4.217 0.103
H -2.714 1.641 -4.194 0.107
H -2.293 2.012 -0.942 0.103
H -4.636 2.522 -0.339 0.106
H -6.464 1.020 -1.091 0.103
H -5.931 -0.996 -2.416 0.105
H -3.594 -1.495 -3.037 0.105
H -0.800 -2.782 -1.874 0.093
H -0.954 -4.857 -3.215 0.108
H -1.283 -4.720 -5.668 0.104
H -1.443 -2.515 -6.774 0.105
H -1.302 -0.439 -5.434 0.101
C 3.021 3.512 5.564 -0.048
C 2.336 2.596 4.579 -0.261
C 0.962 2.397 4.615 -0.018
C 0.319 1.565 3.708 -0.291
C -1.188 1.442 3.806 -0.063
C 1.083 0.878 2.740 -0.311
As 0.019 -0.143 1.452 1.353
N 0.881 -1.200 0.244 -0.306
C 1.791 -2.226 0.319 -0.374
C 2.165 -2.878 -0.874 -0.082
C 3.096 -3.911 -0.866 -0.097
C 3.675 -4.338 0.322 -0.114
C 3.302 -3.710 1.508 -0.085
C 2.381 -2.673 1.512 -0.049
C -0.877 -1.586 2.488 -0.235
C -0.363 -2.179 3.652 -0.258
C 0.841 -1.718 4.450 -0.058
C -1.017 -3.293 4.191 -0.021
C -2.152 -3.839 3.631 -0.264
C -2.823 -5.053 4.223 -0.047
C -2.663 -3.223 2.495 -0.016
C -2.055 -2.118 1.921 -0.273
C -2.695 -1.540 0.696 -0.077
C 2.459 1.108 2.648 -0.261
C 3.343 0.475 1.599 -0.044
C 3.058 1.955 3.582 -0.011
H 2.352 3.798 6.376 0.073
H 3.360 4.426 5.069 0.083
H 3.899 3.032 5.997 0.079
H 0.366 2.911 5.366 0.115
H -1.582 2.163 4.522 0.078
H -1.497 0.449 4.125 0.072
H -1.671 1.636 2.845 0.063
H 1.691 -2.563 -1.801 0.096
H 3.367 -4.389 -1.801 0.102
H 4.399 -5.144 0.326 0.094
H 3.746 -4.027 2.445 0.102
H 2.118 -2.176 2.439 0.073
H 1.364 -0.879 4.019 0.036
H 1.550 -2.541 4.565 0.086
H 0.524 -1.426 5.455 0.095
H -0.599 -3.742 5.090 0.121
H -2.339 -5.362 5.150 0.073
H -2.785 -5.894 3.526 0.082
H -3.875 -4.854 4.437 0.080
H -3.569 -3.616 2.037 0.119
H -3.664 -2.002 0.508 0.085
H -2.066 -1.710 -0.173 0.046
H -2.843 -0.467 0.781 0.060
H 2.785 0.165 0.723 0.021
H 3.855 -0.404 1.994 0.088
H 4.108 1.183 1.277 0.089
H 4.132 2.120 3.511 0.125
N 3.280 6.919 -2.340 0.145
C 2.688 5.929 -2.256 -0.202
C 1.945 4.710 -2.175 -0.153
C 1.136 4.519 -1.033 -0.050
C 0.459 3.354 -0.757 -0.012
C 0.713 2.137 -1.569 -0.254
C 2.057 2.282 -3.273 -0.069
C 1.941 3.848 -3.424 -0.121
H 1.064 5.351 -0.341 0.116
H -0.201 3.329 0.106 0.094
H 2.598 1.770 -4.073 0.152
H 2.619 4.275 -4.153 0.139
```